No. 1
Entry from the OMol25 dataset: C10H15NO2S in the gas phase in a non-equilibrium geometry (the ωB97M-V functional and the def2-TZVPD basis).

Each line ends with the Mulliken charge.
Cartesian coordinates (Å):
C  1.302  0.902  -1.210  -1.147
C  0.838  -0.561  -1.282  -0.642
C  -0.453  -1.777  0.490  -1.524
C  0.308  1.710  -0.477  -0.177
C  -1.538  -0.998  -1.578  -0.725
C  -0.549  -0.628  -0.470  2.114
C  -0.558  0.714  0.136  -1.028
C  0.257  1.501  1.083  1.184
C  -0.550  2.658  1.649  -1.717
C  1.397  1.136  1.977  -1.639
N  -1.825  -2.196  -1.895  0.592
O  -2.520  -2.623  -2.874  -0.738
O  -0.389  -4.409  0.224  -0.482
S  0.454  -3.229  -0.083  0.329
H  2.278  0.892  -0.722  0.376
H  1.452  1.368  -2.209  0.297
H  0.736  -0.938  -2.381  0.245
H  1.564  -1.052  -0.753  0.368
H  0.037  -1.603  1.474  0.286
H  -1.376  -2.161  0.811  0.607
H  -0.149  2.612  -0.884  0.496
H  -2.126  -0.253  -2.020  0.514
H  0.079  3.563  1.432  0.347
H  -0.669  2.569  2.765  0.415
H  -1.469  2.769  1.152  0.424
H  1.726  2.049  2.664  0.331
H  2.148  0.563  1.555  0.463
H  0.942  0.446  2.701  0.349
H  -1.347  -3.025  -1.275  0.080

Lowest unoccupied orbital energy (alpha / beta) (eV): -0.46 / -1.34
Total charge: 0
Multiplicity: 1
Molecular weight (g mol⁻¹): 213.3
ΔE to the lowest compared entry with this formula, charge and spin (kJ/mol): 789.4

---

No. 2
Entry from the OMol25 dataset: a molecular structure, C20H38CuO12S4 in a non-equilibrium geometry (the ωB97M-V functional and the def2-TZVPD basis).

Each line ends with the Löwdin spin population.
Cartesian coordinates (Å):
Cu  0.227  -0.739  -0.125  0.864
C  -1.521  -3.915  2.012  0.003
C  -1.158  -2.667  1.241  0.003
O  -1.288  -2.556  0.038  0.047
O  -0.733  -1.696  1.837  -0.001
H  -1.139  -4.752  1.427  0.000
H  -2.580  -4.054  2.228  0.000
H  -1.007  -3.963  2.972  0.000
C  3.793  -2.853  -0.734  0.004
C  2.560  -1.937  -0.552  0.003
O  1.726  -1.804  -1.431  0.047
O  2.375  -1.346  0.562  0.001
H  3.686  -3.899  -0.447  0.000
H  4.454  -2.447  0.033  0.000
H  4.192  -2.792  -1.746  0.000
C  -3.294  1.940  2.958  0.000
C  -4.444  1.006  2.644  0.000
C  -3.944  0.056  1.496  0.000
S  -2.998  1.127  0.360  0.001
O  -3.800  1.585  -0.814  0.001
O  -1.661  0.583  0.131  0.009
C  -2.913  2.515  1.546  0.000
H  -2.513  1.284  3.343  0.000
H  -3.456  2.685  3.737  0.000
H  -5.298  1.618  2.356  0.000
H  -4.771  0.437  3.514  0.000
H  -4.767  -0.448  0.989  0.000
H  -3.277  -0.698  1.913  0.000
H  -3.692  3.223  1.265  0.000
H  -1.946  3.019  1.526  0.000
C  4.278  2.297  -1.627  0.000
C  3.618  1.823  -2.914  0.000
C  2.241  2.403  -3.157  0.002
S  1.506  2.403  -1.448  0.002
O  0.863  1.095  -1.238  0.014
O  0.864  3.704  -1.177  0.001
C  3.149  2.310  -0.623  0.000
H  4.585  3.259  -2.037  0.000
H  5.153  1.772  -1.243  0.000
H  3.470  0.744  -2.877  0.000
H  4.236  1.893  -3.809  0.000
H  1.488  2.021  -3.847  0.000
H  2.268  3.462  -3.413  0.000
H  3.056  1.452  0.044  0.000
H  3.186  3.094  0.134  0.000
C  1.308  1.071  5.032  0.000
C  2.649  0.895  4.279  0.000
C  2.575  1.802  3.004  0.000
S  0.766  1.787  2.518  0.000
O  0.588  0.936  1.307  0.001
O  0.284  3.142  2.526  0.000
C  0.267  0.805  3.950  0.000
H  1.216  2.077  5.443  0.000
H  1.159  0.473  5.931  0.000
H  2.862  -0.144  4.028  0.000
H  3.566  1.192  4.789  0.000
H  3.155  1.370  2.189  0.000
H  3.044  2.779  3.124  0.000
H  0.256  -0.249  3.670  0.000
H  -0.684  1.189  4.318  0.000
C  -3.092  -2.472  -4.218  0.000
C  -1.914  -3.101  -4.886  0.000
C  -0.650  -2.852  -3.907  0.000
S  -0.883  -1.121  -3.516  0.000
O  -0.173  -0.284  -4.518  0.000
O  -0.784  -0.837  -2.112  -0.002
C  -2.709  -1.077  -3.948  0.000
H  -3.227  -2.935  -3.241  0.000
H  -4.048  -2.533  -4.738  0.000
H  -1.813  -2.680  -5.886  0.000
H  -2.025  -4.178  -5.010  0.000
H  0.385  -3.009  -4.210  0.000
H  -0.768  -3.291  -2.916  0.000
H  -2.841  -0.490  -4.857  0.000
H  -3.244  -0.506  -3.189  0.000

Lowest unoccupied orbital energy (alpha / beta) (eV): 0.50 / -1.17
Total charge: 0
Multiplicity: 2
Molecular weight (g mol⁻¹): 662.3
ΔE to the lowest compared entry with this formula, charge and spin (kJ/mol): 57.7